## a
Computed, not measured: one molecule with the formula CH3BrO, with ωB97M-V with the def2-TZVPD basis set.

Results
net charge	0
LUMO energy	0.02692	hartree
SMILES string	OCBr
gap between HOMO and LUMO	11.02	eV

CARTESIAN COORDINATES (ANGSTROEM)
O: -0.70 -0.59 0.50
C: -0.14 0.37 -0.30
Br: -0.83 2.17 0.12
H: -0.37 -0.50 1.41
H: 1.05 0.35 -0.11
H: -0.39 0.17 -1.33

***

## b
Computed, not measured: one molecule with the formula CH3BrO, with ωB97M-V with the def2-TZVPD basis set.

Results
net charge	0
LUMO energy	0.00078	hartree
SMILES string	COBr
gap between HOMO and LUMO	9.72	eV

CARTESIAN COORDINATES (ANGSTROEM)
C: 0.52 -0.06 0.20
O: -0.49 0.48 -0.94
Br: -2.19 -0.01 -0.58
H: 1.57 0.13 -0.23
H: 0.29 -1.16 0.57
H: 0.30 0.62 0.99

***

Quick one: most stable of them? a

***

## a
Computed, not measured: one molecule with the formula C4H10N2O, with ωB97M-V with the def2-TZVPD basis set.

Results
net charge	0
LUMO energy	0.03044	hartree
SMILES string	CNC(=O)N(C)C
gap between HOMO and LUMO	9.16	eV

CARTESIAN COORDINATES (ANGSTROEM)
C: -0.44 -1.63 0.73
N: 0.29 -1.59 -0.67
C: 0.48 -0.32 -1.11
O: 0.95 0.11 -2.15
N: 0.02 0.48 -0.04
C: -1.13 1.26 -0.35
C: 1.09 1.10 0.68
H: -0.18 -0.96 1.59
H: -1.52 -1.46 0.59
H: -0.23 -2.62 1.09
H: 0.54 -2.35 -1.33
H: -1.54 1.67 0.57
H: -1.90 0.61 -0.81
H: -0.87 2.06 -1.05
H: 1.86 0.35 0.90
H: 1.53 1.90 0.08
H: 0.71 1.49 1.63

***

## b
Computed, not measured: one molecule with the formula C4H10N2O, with ωB97M-V with the def2-TZVPD basis set.

Results
net charge	0
LUMO energy	0.03105	hartree
SMILES string	NCCCNC=O
gap between HOMO and LUMO	10.21	eV

CARTESIAN COORDINATES (ANGSTROEM)
N: 2.09 0.28 0.01
C: 0.72 1.11 -0.21
C: -0.33 0.62 -1.27
C: -1.42 0.02 -0.48
N: -1.08 -0.61 0.76
C: -0.23 -1.64 1.04
O: 0.35 -1.93 2.09
H: 2.73 0.82 0.61
H: 1.84 -0.53 0.52
H: 1.25 1.94 -0.57
H: 0.20 1.28 0.77
H: 0.00 -0.11 -2.02
H: -0.50 1.50 -1.89
H: -2.15 0.75 -0.17
H: -2.06 -0.52 -1.18
H: -1.65 -0.54 1.59
H: 0.25 -2.46 0.38

***

Quick one: most stable of them? a

***

## a
Computed, not measured: one molecule with the formula C4H7NO, with ωB97M-V with the def2-TZVPD basis set.

Results
net charge	0
LUMO energy	0.03183	hartree
SMILES string	COC1=N[C@@H]1C
gap between HOMO and LUMO	9.81	eV

CARTESIAN COORDINATES (ANGSTROEM)
C: 1.52 0.66 -1.82
O: 0.33 0.80 -1.15
C: 0.24 0.40 0.04
N: 0.76 0.15 1.17
C: -0.74 0.20 1.22
C: -1.52 -1.04 1.23
H: 1.45 0.63 -3.00
H: 2.06 -0.25 -1.38
H: 2.03 1.55 -1.74
H: -1.19 0.98 1.73
H: -2.25 -1.16 0.46
H: -1.91 -1.07 2.29
H: -0.78 -1.85 0.96

***

## b
Computed, not measured: one molecule with the formula C4H7NO, with ωB97M-V with the def2-TZVPD basis set.

Results
net charge	0
LUMO energy	0.03093	hartree
SMILES string	CN1CC(=O)C1
gap between HOMO and LUMO	10.07	eV

CARTESIAN COORDINATES (ANGSTROEM)
C: -1.55 -0.21 0.18
N: -0.35 -0.03 -0.62
C: 0.42 1.13 -0.21
C: 1.43 0.18 0.61
O: 2.47 0.32 1.19
C: 0.70 -0.97 -0.26
H: -2.02 -1.16 -0.10
H: -1.39 -0.22 1.27
H: -2.25 0.59 -0.07
H: 1.05 1.49 -1.03
H: -0.22 1.96 0.12
H: 0.30 -1.96 0.01
H: 1.40 -1.12 -1.09

***

## c
Computed, not measured: a 2-piece molecular cluster, C4H7NO overall, with ωB97M-V with the def2-TZVPD basis set.

Results
net charge	0
LUMO energy	0.01586	hartree
gap between HOMO and LUMO	8.42	eV

CARTESIAN COORDINATES (ANGSTROEM)
O: -0.30 1.49 2.77
C: -0.52 0.95 1.70
C: 0.32 -0.05 1.10
N: -0.04 -0.56 -0.07
C: 0.08 -1.29 -1.12
C: -1.12 -0.45 -1.07
H: -1.42 1.21 1.10
H: 1.23 -0.43 1.57
H: 2.16 0.97 -0.73
H: 0.69 -2.09 -1.52
H: 2.15 0.60 -1.37
H: -1.16 0.50 -1.61
H: -2.09 -0.85 -0.75

***

## d
Computed, not measured: one molecule with the formula C4H7NO, with ωB97M-V with the def2-TZVPD basis set.

Results
net charge	0
LUMO energy	0.00844	hartree
gap between HOMO and LUMO	9.27	eV

CARTESIAN COORDINATES (ANGSTROEM)
C: 1.50 0.49 0.23
C: 0.46 -0.30 -0.50
C: -0.42 -1.16 0.29
N: -1.37 -0.13 0.77
C: -1.66 0.73 -0.14
O: -0.98 0.94 -1.21
H: 1.41 1.54 -0.08
H: 1.41 0.42 1.32
H: 2.51 0.15 -0.07
H: 0.59 -0.45 -1.56
H: -0.93 -1.93 -0.30
H: 0.03 -1.64 1.17
H: -2.56 1.33 0.06

***

Quick one: most stable of them? b